Entry 1:
This record from OMol25 describes a 4-piece molecular cluster, C57H99Br2F2N6O4PS2Si overall. The level of theory is ωB97M-V/def2-TZVPD.

```
174
Properties=species:S:1:pos:R:3:lowdin_spin:R:1
C 6.5531 -0.1119 2.0539 0.000
C 4.9824 -0.2972 2.0871 0.000
C 4.1830 1.0335 2.3621 0.000
C 4.5822 2.2583 1.4373 0.000
N 3.5162 2.7681 0.5403 0.000
C 2.2832 3.1537 1.2546 0.000
C 1.7634 4.6206 0.8679 0.000
C 1.1728 5.2426 2.1853 0.000
C -0.0227 6.2792 1.9382 0.000
C -1.4269 5.5847 1.9397 0.000
C -1.9219 5.1625 3.2704 0.000
P -1.0319 5.3829 4.8931 0.000
O -1.4720 6.6761 5.5203 0.000
C -3.2472 4.5269 3.1714 0.000
C -3.7893 4.3881 1.8281 0.000
C -5.2131 3.6888 1.7246 0.000
F -6.0973 4.7739 1.5105 0.000
F -5.6095 3.1224 2.9175 0.000
C -5.3725 2.7426 0.4890 0.000
C -5.8207 1.2582 0.8279 0.000
Si -4.4134 -0.0334 0.8800 0.000
C -2.6719 0.6611 0.5411 0.000
C -4.7487 -1.3084 -0.5243 0.000
C -4.3243 -1.0444 2.4862 0.000
C -4.2034 -2.5213 2.3851 0.000
C -4.0841 -3.3961 3.5674 0.000
C -4.0930 -2.8151 4.9550 0.000
C -4.2177 -1.3546 5.0402 0.000
C -4.3324 -0.4975 3.8455 0.000
N -3.3102 4.7763 0.6426 0.000
N -2.1445 5.3753 0.8189 0.000
C -1.5818 5.8752 -0.4524 0.000
Br -1.6075 7.7970 -0.8874 0.000
C -1.0602 5.0580 -1.4026 0.000
C -0.5078 5.6071 -2.7468 0.000
Br -1.0218 3.1117 -1.1351 0.000
C 3.2668 1.9065 -0.5943 0.000
S 3.6675 2.5109 -2.0989 0.000
S 2.5875 0.2394 -0.4782 0.000
C 2.3086 -0.4334 -2.1691 0.000
C 0.9393 0.2069 -2.7116 0.000
C -0.3193 -0.7031 -2.4488 0.000
H 7.0212 -1.1239 2.1633 0.000
H 6.8167 0.2400 1.0139 0.000
H 6.9519 0.5732 2.8464 0.000
H 4.6702 -0.7998 1.1358 0.000
H 4.7473 -1.0350 2.9114 0.000
H 4.4309 1.3309 3.4254 0.000
H 3.0903 0.7746 2.3487 0.000
H 5.4459 1.9747 0.7690 0.000
H 4.9884 3.0707 2.1043 0.000
H 2.5454 3.2285 2.3538 0.000
H 1.4558 2.3885 1.2055 0.000
H 1.0209 4.4619 0.0476 0.000
H 2.6026 5.2290 0.4273 0.000
H 1.9985 5.8507 2.6588 0.000
H 0.8649 4.4876 2.9504 0.000
H -0.0293 6.9264 2.8687 0.000
H 0.1621 6.9825 1.0968 0.000
H -1.3597 4.3221 5.8057 0.000
H 0.3901 5.4682 4.7174 0.000
H -3.8162 4.1654 4.0540 0.000
H -6.1700 3.1720 -0.1829 0.000
H -4.4571 2.6715 -0.1593 0.000
H -6.4219 1.1439 1.7646 0.000
H -6.5047 0.9397 -0.0145 0.000
H -1.9370 -0.1541 0.8071 0.000
H -2.4035 1.5933 1.1013 0.000
H -2.5820 0.7872 -0.5791 0.000
H -3.9267 -2.0544 -0.6401 0.000
H -5.7123 -1.8165 -0.2220 0.000
H -4.9781 -0.7222 -1.4518 0.000
H -4.1636 -3.0556 1.4050 0.000
H -3.9606 -4.4973 3.4028 0.000
H -3.9741 -3.5001 5.8207 0.000
H -4.1964 -0.8949 6.0591 0.000
H -4.3988 0.6132 3.9818 0.000
H 0.2152 6.4497 -2.6105 0.000
H 0.0257 4.8227 -3.3500 0.000
H -1.4036 5.9173 -3.3604 0.000
H 3.1025 -0.1012 -2.8883 0.000
H 2.1895 -1.5491 -2.1431 0.000
H 1.0387 0.5433 -3.7807 0.000
H 0.7951 1.1462 -2.1108 0.000
H -0.3120 -1.2234 -1.4559 0.000
H -0.3800 -1.4498 -3.2835 0.000
H -1.2507 -0.0676 -2.4704 0.000
C -0.1208 -7.8006 7.0657 0.002
C -1.5102 -7.1448 6.8497 0.025
C -2.6157 -8.0790 7.3737 0.014
C -2.8664 -9.2862 6.4769 0.001
C -3.1154 -8.8514 5.0360 0.014
C -2.0089 -7.9371 4.4866 0.026
N -1.6893 -6.8030 5.4056 0.344
O -2.6744 -5.9193 5.3149 0.565
C -0.7383 -8.7718 4.2138 0.001
C -2.4262 -7.4434 3.0868 -0.001
C -1.4720 -5.8886 7.7424 -0.001
H 0.3286 -7.4981 8.0136 0.000
H -0.1659 -8.8902 7.0937 0.000
H 0.5893 -7.5050 6.2907 0.001
H -3.5542 -7.5216 7.4722 0.003
H -2.3626 -8.4248 8.3803 0.001
H -2.0240 -9.9824 6.5233 0.000
H -3.7347 -9.8393 6.8435 0.001
H -3.2146 -9.7375 4.4049 0.001
H -4.0809 -8.3352 4.9907 0.003
H 0.0930 -8.1327 3.9061 0.001
H -0.9127 -9.4870 3.4070 0.000
H -0.4142 -9.3656 5.0658 0.000
H -3.3860 -6.9252 3.0927 -0.001
H -2.5313 -8.2855 2.3997 0.000
H -1.6734 -6.7695 2.6683 0.000
H -0.6951 -5.1949 7.4106 0.000
H -1.2535 -6.1628 8.7765 0.000
H -2.4240 -5.3553 7.7624 -0.001
C -2.6400 -4.6060 -5.5630 0.002
C -3.8937 -4.2049 -4.7413 0.025
C -5.0676 -5.1368 -5.0917 0.014
C -5.6767 -4.8574 -6.4615 0.001
C -6.0491 -3.3843 -6.6011 0.014
C -4.8816 -2.4383 -6.2784 0.026
N -4.2168 -2.7663 -4.9815 0.339
O -5.0159 -2.3596 -4.0027 0.571
C -3.8506 -2.4808 -7.4278 0.001
C -5.3993 -0.9865 -6.3087 -0.001
C -3.4817 -4.4702 -3.2795 -0.001
H -2.0045 -5.3077 -5.0187 0.000
H -2.8893 -5.1002 -6.5029 0.000
H -2.0099 -3.7420 -5.7845 0.001
H -5.8558 -5.0376 -4.3368 0.003
H -4.7386 -6.1795 -5.0497 0.001
H -4.9866 -5.1519 -7.2576 0.000
H -6.5707 -5.4713 -6.5956 0.001
H -6.4099 -3.1988 -7.6154 0.001
H -6.8928 -3.1746 -5.9343 0.003
H -2.9668 -1.8854 -7.1849 0.001
H -4.2775 -2.0674 -8.3441 0.000
H -3.5239 -3.4861 -7.6851 0.000
H -6.2290 -0.8216 -5.6207 -0.001
H -5.7656 -0.7316 -7.3054 0.000
H -4.6014 -0.2806 -6.0613 0.000
H -2.6437 -3.8316 -2.9859 0.000
H -3.1683 -5.5087 -3.1545 0.000
H -4.2997 -4.3107 -2.5746 -0.001
C 8.0778 3.9074 -4.5059 0.002
C 7.7471 4.3615 -3.0595 0.025
C 6.4596 5.2049 -3.0589 0.014
C 6.6525 6.6071 -3.6279 0.001
C 7.8101 7.3211 -2.9347 0.013
C 9.1110 6.5028 -2.9467 0.025
N 8.9106 5.0981 -2.4823 0.337
O 8.7619 5.1254 -1.1633 0.575
C 9.7115 6.5099 -4.3698 0.001
C 10.1682 7.2429 -2.1033 -0.001
C 7.4661 3.0444 -2.3113 -0.001
H 7.6547 2.9262 -4.7309 0.000
H 7.6788 4.5830 -5.2642 0.000
H 9.1541 3.8116 -4.6620 0.001
H 6.0788 5.2968 -2.0354 0.003
H 5.6785 4.6897 -3.6264 0.001
H 6.8240 6.5651 -4.7076 0.000
H 5.7352 7.1863 -3.4909 0.001
H 7.9741 8.2896 -3.4131 0.001
H 7.5162 7.5374 -1.9015 0.003
H 10.5897 5.8623 -4.4285 0.001
H 10.0323 7.5162 -4.6480 0.000
H 9.0094 6.2027 -5.1424 0.000
H 9.8379 7.4244 -1.0801 -0.001
H 10.3885 8.2205 -2.5378 0.000
H 11.1049 6.6805 -2.0678 0.000
H 8.3544 2.4073 -2.2903 0.000
H 6.6688 2.4848 -2.8052 0.000
H 7.1333 3.2042 -1.2840 -0.001
```

Its spin multiplicity is 4. The total energy is -9635.13251 a.u. The frontier orbital gap (alpha / beta) comes out at 0.178 / 0.194 Eh. The calculation puts the LUMO energy (alpha / beta) at -5.110 / -5.110 eV. The max |F| comes out at 0.08539 Eh/bohr. The total charge is +1.

Entry 2:
This record from OMol25 describes a 7-piece molecular cluster, C28H70O14 overall. The level of theory is ωB97M-V/def2-TZVPD.

```
112
Properties=species:S:1:pos:R:3:mulliken_charge:R:1
C 6.0158 1.8490 -1.3480 -0.915
O 5.0791 1.1947 -2.1441 0.069
C 5.2103 1.5670 -3.5523 -0.738
C 4.1285 0.8160 -4.2880 -0.641
O 2.8720 1.2808 -3.7770 -0.264
C 1.8925 0.3116 -4.0673 -0.828
H 5.6531 1.6015 -0.3666 0.282
H 6.0971 2.9307 -1.5687 0.332
H 6.9651 1.3536 -1.4360 0.301
H 6.2123 1.3121 -3.8769 0.343
H 5.0526 2.6511 -3.5791 0.421
H 4.3580 -0.2768 -4.1373 0.279
H 4.1623 1.0906 -5.3209 0.499
H 2.2264 -0.6821 -3.7880 0.337
H 1.6088 0.2649 -5.1315 0.348
H 1.0265 0.5681 -3.5007 0.225
C -2.0736 -5.1551 1.7638 -0.790
O -1.7197 -3.8210 1.6192 -0.246
C -0.6073 -3.6333 0.7634 -1.012
C -0.0016 -2.2076 0.8639 1.400
O -0.3644 -1.4456 -0.2375 -0.386
C -1.6984 -1.1251 -0.2043 0.045
H -1.1790 -5.6892 2.0460 0.335
H -2.6077 -5.5711 0.8675 0.261
H -2.8179 -5.1391 2.5719 0.239
H -0.9735 -3.6625 -0.2746 0.304
H 0.0550 -4.4586 0.9095 0.685
H 1.1360 -2.3077 0.8669 -0.376
H -0.2086 -1.6775 1.8093 -0.504
H -1.9161 -0.1703 0.3041 -0.034
H -2.3101 -1.8758 0.2843 0.409
H -2.1117 -0.9563 -1.2173 -0.260
C -4.8243 1.6370 -0.1608 -0.893
O -3.7211 2.4171 0.3163 -0.154
C -3.3151 3.5961 -0.4513 -0.652
C -2.6011 4.5054 0.5329 -0.735
O -1.3031 4.0303 0.7868 0.032
C -0.5625 4.9476 1.5478 -0.952
H -4.5830 1.2711 -1.1647 0.210
H -5.7438 2.2350 -0.3678 0.373
H -5.0263 0.8393 0.5502 0.300
H -4.1106 4.0622 -0.9933 0.536
H -2.6538 3.3452 -1.2805 0.245
H -3.2094 4.5151 1.4112 0.327
H -2.4652 5.4996 0.0573 0.433
H -0.6495 5.9416 1.0896 0.361
H 0.4710 4.7371 1.7374 0.277
H -1.0806 5.1033 2.5555 0.309
C -4.9353 1.7894 -5.5061 -0.791
O -5.2498 0.8338 -4.4836 -0.271
C -4.1421 -0.0581 -4.2229 -0.606
C -4.6446 -1.0859 -3.2032 -0.208
O -5.3924 -2.0378 -3.9199 -0.473
C -6.7901 -1.6404 -4.1718 -0.526
H -4.8181 1.2180 -6.4628 0.310
H -4.0281 2.3122 -5.3417 0.299
H -5.8495 2.4048 -5.5822 0.243
H -3.3893 0.6342 -3.8774 0.452
H -3.8844 -0.6358 -5.1061 0.521
H -5.2530 -0.5538 -2.4500 0.360
H -3.7354 -1.5248 -2.7270 0.027
H -6.9145 -0.9279 -5.0511 0.168
H -7.2390 -1.0449 -3.3229 0.233
H -7.3620 -2.5280 -4.2828 0.307
C 0.7396 2.8879 5.5267 -0.817
O -0.1797 2.2132 4.7570 -0.356
C 0.4475 1.5654 3.7498 -0.749
C -0.7517 1.0579 2.9155 0.629
O -1.2606 -0.0888 3.7412 -0.128
C -2.5741 0.0155 4.1385 -0.877
H 0.1941 3.2072 6.3845 0.316
H 1.1548 3.7633 5.0775 0.278
H 1.6483 2.2455 5.6970 0.312
H 0.9322 0.6425 4.0659 0.343
H 1.1717 2.2548 3.2250 0.429
H -0.5458 0.6391 1.9508 -0.701
H -1.4741 1.8562 2.8556 0.460
H -2.8604 0.9246 4.6003 0.302
H -2.7915 -0.8174 4.8466 0.221
H -3.2272 -0.1384 3.2915 0.272
C 1.8999 3.0587 -0.4939 -0.145
O 2.1258 2.4960 0.8197 -0.487
C 1.8434 1.0784 0.6295 0.139
C 2.8936 0.2380 -0.1354 0.514
O 4.0223 0.0990 0.6682 -0.543
C 4.8494 -0.9184 0.2802 -0.336
H 2.0704 4.1252 -0.5665 0.453
H 0.8188 2.8408 -0.7847 0.009
H 2.5769 2.5353 -1.1895 -0.172
H 0.9222 1.1027 0.1130 0.648
H 1.7326 0.6473 1.6488 -0.539
H 3.0497 0.5169 -1.1940 -0.233
H 2.4580 -0.7502 -0.2518 0.116
H 4.2734 -1.8315 0.2101 -0.121
H 5.5806 -1.0723 1.0534 0.307
H 5.1008 -0.7558 -0.7889 0.260
C 1.1356 -2.3549 3.9859 -0.668
O 1.6537 -3.5433 3.4238 -0.314
C 3.0181 -3.4759 3.1374 -0.238
C 3.3695 -4.5279 2.1297 -0.818
O 2.7265 -4.2668 0.9358 0.051
C 3.3614 -4.8512 -0.1877 -0.935
H 1.4920 -1.3854 3.6402 0.220
H 1.2450 -2.3361 5.1331 0.360
H 0.0438 -2.3980 3.8428 0.199
H 3.6039 -3.5656 4.0217 0.475
H 3.2179 -2.5462 2.7127 0.025
H 3.0304 -5.4103 2.6562 0.287
H 4.4494 -4.7156 2.0285 0.530
H 4.4130 -4.8429 0.0167 0.400
H 3.2528 -4.3270 -1.1719 0.235
H 2.9902 -5.8667 -0.4553 0.204
```

Its spin multiplicity is 1. The total energy is -2161.76474 a.u. The frontier orbital gap comes out at 0.355 Eh. The calculation puts the LUMO energy at 0.606 eV. Its SMILES is COCCOC.COCCOC.COCCOC.COCCOC.COCCOC.COCCOC.COCCOC. The max |F| comes out at 0.06227 Eh/bohr.

Entry 3:
This record from OMol25 describes C31H61GeN6PSeSr as an isolated structure. The level of theory is ωB97M-V/def2-TZVPD.

```
102
Properties=species:S:1:pos:R:3:mulliken_charge:R:1
Sr 0.0037 -0.2668 0.9210 1.147
C -1.1055 -0.6697 4.5789 -0.202
C -0.7978 -2.0755 4.0760 -0.976
N -0.8876 -2.2231 2.6044 0.490
C -2.2628 -2.5872 2.2006 -1.102
C -2.4061 -2.6564 0.6927 -0.560
N -2.3282 -1.3328 0.0526 0.393
C -3.6204 -0.6062 0.0553 -0.813
C -3.7679 0.4977 1.1018 -0.637
C -3.0538 1.8039 0.7650 0.059
N -1.6577 1.8659 1.2476 1.132
C -1.6084 2.3368 2.6451 -0.844
C -0.1914 2.3266 3.1732 -1.230
N 0.3726 0.9657 3.2856 0.148
C 0.0765 0.3012 4.5757 -0.916
H -1.4427 -0.7570 5.6140 0.509
H -1.9564 -0.2531 4.0317 -0.140
H -1.4739 -2.7921 4.5535 0.417
H 0.2108 -2.3505 4.3923 0.432
H -0.3084 -3.0198 2.3466 0.006
H -2.9498 -1.8468 2.6128 0.554
H -2.5474 -3.5500 2.6383 0.421
H -3.3475 -3.1591 0.4470 0.514
H -1.6009 -3.2785 0.2873 -0.168
H -2.0703 -1.4746 -0.9194 -0.102
H -4.4358 -1.3262 0.1773 0.337
H -3.7503 -0.1624 -0.9341 0.309
H -3.4541 0.1446 2.0886 -0.070
H -4.8354 0.7092 1.1947 0.527
H -3.6181 2.6498 1.1738 0.508
H -3.0377 1.9409 -0.3140 -0.877
H -1.1992 2.5861 0.6913 -0.464
H -2.2464 1.6953 3.2540 0.537
H -2.0192 3.3495 2.7261 0.353
H -0.1600 2.8436 4.1379 0.427
H 0.4458 2.8980 2.4909 0.409
H 1.3807 1.0754 3.2333 0.103
H -0.0867 1.0634 5.3440 0.316
H 0.9710 -0.2495 4.8781 0.417
C 3.9179 -2.3142 3.1970 -1.075
C 5.0337 -1.5981 2.7952 -0.935
C 4.8739 -0.5806 1.8693 -0.965
C 3.6070 -0.3081 1.3607 0.053
N 2.5248 -0.9928 1.7563 1.353
C 2.6954 -1.9665 2.6523 -1.002
C 3.3980 0.7923 0.3745 0.935
C 4.4540 1.2878 -0.3803 -1.040
C 4.2372 2.3547 -1.2383 -0.912
C 2.9683 2.9018 -1.3130 -1.005
C 1.9667 2.3281 -0.5494 -0.948
N 2.1544 1.2873 0.2659 0.879
H 3.9878 -3.1161 3.9183 0.559
H 6.0114 -1.8189 3.2019 0.453
H 5.7267 0.0097 1.5692 0.522
H 1.8026 -2.5039 2.9500 0.522
H 5.4355 0.8418 -0.3160 0.462
H 5.0489 2.7514 -1.8336 0.447
H 2.7488 3.7459 -1.9517 0.562
H 0.9564 2.7136 -0.6158 0.837
C -0.8547 4.4813 -4.0841 -1.116
Ge -2.3765 4.0708 -2.9295 0.528
C -1.9405 4.6132 -1.0951 -0.812
C -4.0330 4.9091 -3.5199 -1.192
C -2.5879 2.0940 -2.9757 -1.438
Se -0.9843 1.1624 -2.3149 0.646
C -0.2187 0.8271 -4.0690 -0.979
H -0.6427 5.5504 -4.0929 0.409
H -1.0510 4.1708 -5.1111 0.351
H 0.0381 3.9657 -3.7246 0.195
H -1.7762 5.6906 -1.0638 0.502
H -1.0113 4.1338 -0.7725 0.022
H -2.7409 4.3774 -0.3925 0.220
H -3.9416 5.9949 -3.5130 0.380
H -4.8594 4.6333 -2.8644 0.371
H -4.2808 4.5965 -4.5344 0.381
H -2.7221 1.7457 -4.0008 0.603
H -3.4478 1.7283 -2.4189 0.575
H -0.1735 1.7629 -4.6180 0.399
H -0.8306 0.1019 -4.5981 0.355
H 0.7863 0.4372 -3.9306 0.051
C 2.1842 -5.3958 -0.5396 -1.522
C 1.4993 -4.1896 0.1006 -0.399
P 1.0977 -2.7524 -0.9856 1.218
C 2.7423 -2.3688 -1.7195 -0.813
C 2.7636 -1.1156 -2.5913 -1.100
C 0.1577 -3.6019 -2.3224 -0.866
C -0.4728 -2.6860 -3.3680 -1.064
H 2.3767 -6.1636 0.2098 0.428
H 3.1439 -5.1270 -0.9810 0.329
H 1.5686 -5.8483 -1.3158 0.336
H 2.1187 -3.8036 0.9130 0.020
H 0.5525 -4.5024 0.5575 0.272
H 3.0972 -3.2319 -2.2866 0.659
H 3.4290 -2.2472 -0.8752 0.433
H 2.2337 -1.2770 -3.5288 0.388
H 3.7867 -0.8362 -2.8447 0.502
H 2.3027 -0.2618 -2.0844 -0.050
H -0.6206 -4.1849 -1.8176 0.467
H 0.8147 -4.3307 -2.8015 0.516
H -1.0155 -1.8570 -2.9075 -0.066
H -1.1722 -3.2421 -3.9917 0.454
H 0.2781 -2.2555 -4.0303 0.341
```

Its spin multiplicity is 1. The total energy is -6396.46141 a.u. The frontier orbital gap comes out at 0.290 Eh. The calculation puts the LUMO energy at -5.149 eV. The max |F| comes out at 0.00393 Eh/bohr. The total charge is +2.

Entry 4:
This record from OMol25 describes C4H9NO as an isolated structure. The level of theory is ωB97M-V/def2-TZVPD.

```
15
Properties=species:S:1:pos:R:3:mulliken_charge:R:1
C 1.7094 -0.4415 -0.6408 -1.034
C 0.5091 0.4544 -0.6723 -0.312
C -0.0767 0.4430 1.2067 -0.771
C -1.4569 0.4556 0.7110 0.621
O -2.2158 1.4059 0.7519 -0.622
N -1.6744 -0.6247 -0.1149 -0.448
H 2.2789 -0.4402 -1.5772 0.348
H 1.3994 -1.4823 -0.4563 0.254
H 2.3330 -0.1107 0.1835 0.315
H 0.6351 1.5158 -0.7699 0.379
H -0.1081 0.1530 -1.5687 0.243
H 0.3107 -0.5037 1.5989 0.325
H 0.0948 1.2231 1.9966 0.299
H -2.4136 -0.5159 -0.7733 0.196
H -1.3247 -1.5317 0.1248 0.207
```

Its spin multiplicity is 1. The total energy is -287.72608 a.u. The frontier orbital gap comes out at 0.369 Eh. The calculation puts the LUMO energy at 0.887 eV. The max |F| comes out at 0.03736 Eh/bohr.

Question: What is the max |F| in the third record?
Answer: 0.00393 Eh/bohr

Question: Look up the max |F| of the second one.
Answer: 0.06227 Eh/bohr

Question: What is the formula in the first record?
Answer: C57H99Br2F2N6O4PS2Si